Record 1
7
Properties=species:S:1:pos:R:3 method="wB97M-V/def2-TZVPD" orbital_gap_ev="7.66 / 7.54" multiplicity=3 e_tot_ha=-641.2510 homo_ev="-7.45 / -10.25" e_above_lowest_kj_mol=71.5 s_squared=2.009 mol_weight_g_mol=204.9
C -0.04 0.34 0.64
N -1.90 -0.65 0.70
O -2.53 -0.35 1.64
O -2.05 -1.33 -0.25
F 0.62 -0.37 1.55
I -0.28 2.35 1.14
H 0.32 0.12 -0.36

=====

Record 2
6
Properties=species:S:1:pos:R:3 method="wB97M-V/def2-TZVPD" orbital_gap_ev=11.73 e_tot_ha=-323.2193 homo_ev=-11.46 e_above_lowest_kj_mol=122.1 mol_weight_g_mol=76.0
C -0.46 2.06 0.09
N -0.13 -0.67 0.46
N 0.69 -1.51 0.21
O -0.78 2.30 -0.96
F 1.11 -1.37 -1.15
H -0.43 -0.81 1.35

=====

Please write out number 1 again, unchanged.
7
Properties=species:S:1:pos:R:3 method="wB97M-V/def2-TZVPD" orbital_gap_ev="7.66 / 7.54" multiplicity=3 e_tot_ha=-641.2510 homo_ev="-7.45 / -10.25" e_above_lowest_kj_mol=71.5 s_squared=2.009 mol_weight_g_mol=204.9
C -0.04 0.34 0.64
N -1.90 -0.65 0.70
O -2.53 -0.35 1.64
O -2.05 -1.33 -0.25
F 0.62 -0.37 1.55
I -0.28 2.35 1.14
H 0.32 0.12 -0.36